# 1
47
Properties=species:S:1:pos:R:3:forces:R:3 method="wB97M-V/def2-TZVPD" fmax_ev_per_a=8.7 orbital_gap_ev=9.665 spin_multiplicity=1 smiles="C#CCN(CC=O)S(=O)(=O)F.O=C1OC[C@@H](F)O1.O=C1OC[C@@H](F)O1.O=C1OC[C@@H](F)O1" homo_ev=-10.400 energy_ev=-62519.4968
C 5.58888 -3.96427 -0.77516 -4.513 0.278 -5.408
C 4.83660 -4.00968 -1.86741 2.986 1.056 5.702
C 3.67977 -3.73272 -2.98689 1.541 -0.532 -0.015
N 2.72481 -2.65064 -2.56219 0.836 0.307 2.089
C 2.12474 -2.90547 -1.21077 -1.643 -0.498 1.686
C 0.50861 -2.61905 -1.23478 -0.539 0.053 -4.441
O -0.04825 -2.64438 -2.38862 1.991 0.189 5.521
S 3.41169 -1.07173 -2.71595 3.042 4.149 -6.962
O 4.89361 -1.08026 -3.08313 -4.387 -0.886 2.685
O 2.70333 -0.33602 -3.85792 0.958 -2.598 4.815
F 3.23719 -0.08199 -1.35163 -0.105 -2.446 -1.668
H 6.11782 -3.79712 0.24482 -1.082 -0.658 -2.647
H 4.13825 -3.39391 -4.00246 -0.625 -0.804 2.012
H 3.03516 -4.68963 -3.15838 1.195 1.833 0.462
H 2.59254 -2.30908 -0.34582 -0.553 -0.855 -1.407
H 2.24169 -4.03124 -0.91838 -0.075 2.041 -0.701
H -0.05356 -2.36187 -0.24690 0.920 -0.570 -1.585
O 1.88675 -2.02445 2.53739 1.223 0.814 -0.001
C 2.89744 -1.38621 2.66001 -1.732 -0.901 -0.274
O 3.69284 -1.00733 1.61771 -0.404 -0.349 0.606
C 4.69891 -0.16800 2.16257 0.699 0.441 -0.854
C 4.73127 -0.59315 3.59425 0.109 0.480 0.662
F 5.05757 0.44327 4.40053 0.124 -0.064 0.156
O 3.39290 -0.95950 3.85491 0.166 -0.405 -0.730
H 4.40465 0.87836 2.03861 0.032 -0.070 0.254
H 5.65530 -0.32478 1.66006 -0.221 -0.106 -0.077
H 5.39092 -1.44265 3.79631 0.000 0.137 0.147
O -2.90130 -1.71768 1.74970 -0.073 1.089 -1.127
C -2.95163 -0.84458 0.92748 0.145 -1.762 1.304
O -2.12591 -0.76559 -0.15669 -0.407 0.074 0.666
C -2.59176 0.32044 -0.94132 0.614 0.080 -0.997
C -3.32439 1.15011 0.06207 -0.480 0.298 0.053
F -4.36717 1.79772 -0.51168 -0.153 0.245 -0.008
O -3.83453 0.19328 0.96571 0.714 -0.072 -0.153
H -3.24387 -0.05802 -1.73412 -0.115 0.156 0.155
H -1.75988 0.85898 -1.39924 0.023 -0.215 0.130
H -2.69437 1.86488 0.60018 -0.215 0.094 -0.057
O -4.62818 6.45917 1.82755 -1.027 -0.893 -0.703
C -5.42385 5.77567 1.24315 1.391 1.009 1.222
O -5.38230 4.41173 1.20869 0.026 0.752 -0.096
C -6.55763 3.98867 0.53681 -0.074 -1.155 -0.042
C -6.91447 5.19068 -0.27501 -0.683 0.297 -0.105
F -8.25566 5.29083 -0.42993 -0.104 0.079 -0.207
O -6.47473 6.26652 0.52668 0.581 -0.516 -0.076
H -7.32497 3.73353 1.27382 -0.087 0.216 -0.156
H -6.36117 3.11187 -0.08258 0.169 0.131 0.170
H -6.42364 5.23528 -1.25207 -0.190 0.059 -0.001


# 2
12
Properties=species:S:1:pos:R:3:forces:R:3 method="wB97M-V/def2-TZVPD" fmax_ev_per_a=5.5 orbital_gap_ev=8.479 spin_multiplicity=1 homo_ev=-13.799 energy_ev=-14568.5923 charge=+1 de_lowest_ev=4.974
H -2.65399 1.99064 -2.19255 0.174 0.125 0.062
O -0.74728 1.59597 -1.64538 -1.751 5.257 -0.254
C -1.61673 2.34175 -2.06154 -0.157 0.680 -0.243
H -1.36774 3.38498 -2.31779 -0.119 -0.255 -0.084
O -0.56895 -2.08462 -0.22285 -0.716 -3.264 2.668
Pb -0.31139 -0.39846 -1.22618 1.748 -1.402 -3.288
O 0.85259 -1.76308 0.01792 0.692 -1.033 0.242
C 1.10624 -1.70365 1.36070 0.304 0.107 1.351
C 1.33250 -0.54495 1.97102 -0.307 -0.501 -0.115
H 1.16051 -2.68564 1.83629 -0.042 0.338 -0.144
H 1.61033 -0.54150 3.02370 -0.041 0.101 -0.321
H 1.20392 0.40857 1.45665 0.215 -0.151 0.125


# 3
56
Properties=species:S:1:pos:R:3:forces:R:3 method="wB97M-V/def2-TZVPD" fmax_ev_per_a=0.5 s_squared=2.02 orbital_gap_ev="7.901 / 8.567" spin_multiplicity=3 homo_ev="-15.416 / -15.565" energy_ev=-36594.5221 charge=+2 de_lowest_ev=0.264
Mo -0.18275 -0.89266 1.28136 -0.003 -0.465 -0.090
N 0.05950 -3.44044 4.42837 0.005 0.044 0.026
C -0.37788 -2.67714 3.46716 -0.018 -0.024 0.027
O 0.39186 -1.75308 3.00451 -0.006 0.067 -0.011
C -1.73753 -2.83167 2.86448 0.006 0.008 -0.010
C -2.02256 -1.61103 1.98351 0.028 0.023 0.009
H 0.99896 -3.32454 4.78508 0.003 -0.009 -0.004
H -0.52026 -4.16343 4.82839 -0.007 0.007 0.005
H -2.48419 -2.97646 3.64852 -0.002 -0.002 -0.001
H -1.71804 -3.74711 2.26938 0.006 0.001 -0.005
H -2.46299 -0.79491 2.56518 0.002 0.005 0.000
H -2.69561 -1.84604 1.15928 -0.006 -0.005 0.005
C -1.66452 2.59576 -0.46720 -0.010 -0.006 -0.002
N -1.16327 3.07802 0.82314 0.023 -0.008 -0.027
C -1.68378 4.37975 1.25282 0.001 0.011 -0.001
C -0.44593 2.29420 1.60695 0.053 0.062 -0.006
O -0.45329 1.00520 1.36532 -0.126 0.051 0.125
N 0.26653 2.73146 2.64325 0.023 -0.033 -0.030
C 0.90620 4.05359 2.67047 -0.024 0.013 0.008
C 0.73330 1.78891 3.65639 0.001 0.001 0.008
H -1.70656 3.44449 -1.14642 -0.001 0.001 0.004
H -2.66825 2.18283 -0.35592 0.002 -0.002 0.001
H -0.98787 1.85664 -0.88235 0.016 -0.006 -0.006
H -2.73624 4.41801 0.97626 0.000 -0.003 0.003
H -1.16436 5.19963 0.75906 0.006 -0.002 0.001
H -1.60708 4.48489 2.33001 0.000 0.000 0.005
H 0.83113 4.53276 1.70048 -0.002 -0.003 -0.011
H 1.96214 3.90890 2.89558 -0.004 -0.003 0.004
H 0.46560 4.69097 3.43546 0.002 0.005 -0.004
H -0.03473 1.05128 3.87896 0.001 0.001 0.002
H 0.93310 2.34648 4.56821 -0.001 0.001 0.000
H 1.65497 1.28977 3.34725 0.000 0.001 -0.006
C 3.36964 -0.90744 -3.17399 0.000 0.001 0.003
C 2.02828 -0.76507 -3.88325 -0.010 -0.010 0.014
C 0.85518 -1.34433 -3.07894 0.000 0.008 -0.025
C -0.48953 -1.29922 -3.88182 -0.010 -0.003 0.004
C -0.92600 0.08617 -4.33460 0.001 -0.002 0.000
C 1.09718 -2.83128 -2.84290 0.060 0.027 -0.005
O 1.52786 -3.57638 -3.66528 -0.016 -0.008 0.004
N 0.73911 -3.35943 -1.56431 -0.059 -0.024 0.018
C 0.30303 -2.59077 -0.57350 0.004 0.042 -0.066
O 0.06227 -2.97196 0.61238 -0.028 0.140 0.031
N 0.12445 -1.26205 -0.71271 0.113 0.099 0.040
C 0.64240 -0.54175 -1.80833 0.008 0.009 -0.013
O 0.82111 0.64244 -1.70224 -0.031 -0.020 -0.016
H 4.15999 -0.45118 -3.76709 0.000 -0.003 -0.002
H 3.64105 -1.95429 -3.02867 -0.001 0.003 0.000
H 3.36604 -0.40465 -2.20374 -0.001 0.003 -0.005
H 2.04961 -1.27812 -4.84490 0.000 0.001 -0.001
H 1.81526 0.28536 -4.07210 -0.002 0.001 0.003
H -1.27750 -1.76206 -3.27803 -0.002 0.000 -0.004
H -0.33741 -1.94696 -4.74652 -0.001 0.001 -0.004
H -1.06334 0.77203 -3.49794 0.001 0.002 0.000
H -1.87622 0.00504 -4.86075 0.000 0.001 0.000
H -0.20869 0.53117 -5.02153 -0.001 0.000 0.002
H 0.89066 -4.35030 -1.41218 0.006 0.001 0.001


# 4
9
Properties=species:S:1:pos:R:3:forces:R:3 method="wB97M-V/def2-TZVPD" fmax_ev_per_a=0.8 orbital_gap_ev=9.876 spin_multiplicity=1 smiles=c1c[nH]cn1 homo_ev=-8.960 energy_ev=-6155.8775 de_lowest_ev=0.023
C -1.20999 0.26694 0.04399 0.411 0.091 -0.634
C -0.27710 -0.13475 0.94962 0.130 0.160 0.649
N 0.90966 -0.25636 0.24711 -0.298 -0.180 0.276
C 0.63329 0.04503 -1.05064 -0.581 0.379 0.018
N -0.62940 0.39295 -1.20926 0.469 -0.430 0.288
H -2.25854 0.48502 0.17912 0.134 -0.028 0.126
H -0.33762 -0.25073 2.03580 0.106 -0.107 -0.653
H 1.78656 -0.57669 0.63609 -0.251 0.141 -0.230
H 1.38314 0.02860 -1.83182 -0.121 -0.027 0.159